No. 1
Here is a gas-phase ion, C5H13N2S (charge +1) in a non-equilibrium geometry from OMol25. Energies are from ωB97M-V/def2-TZVPD.

Results
DFT total energy   -19201.992 eV
Frontier orbital gap   9.7438 eV
Relative energy (zero: lowest compared OMol25 entry of this formula, charge and spin)   277.7 kJ/mol
HOMO   -12.982 eV
Net charge   +1
SMILES   CCN(S)[C@@H]1CC[NH2+]1

CARTESIAN COORDINATES (ANGSTROEM)
C1 -1.462 0.967 0.274
C2 -2.540 -0.114 0.376
C3 -0.794 0.118 -0.729
C4 2.778 0.509 0.696
C5 1.660 0.648 -0.376
N1 0.544 -0.270 -0.051
N2 -1.834 -0.977 -0.632
S1 0.864 -1.987 -0.297
H1 -1.898 1.961 -0.103
H2 -0.722 1.070 1.113
H3 -2.802 -0.585 1.361
H4 -3.436 0.072 -0.114
H5 -0.496 0.529 -1.619
H6 2.381 1.055 1.588
H7 2.978 -0.603 0.957
H8 3.724 1.063 0.363
H9 1.336 1.596 -0.481
H10 2.030 0.199 -1.373
H11 -1.260 -1.825 -0.320
H12 -2.285 -1.225 -1.549
H13 1.235 -2.201 0.918


No. 2
Here is a gas-phase ion, C3H11N2 (charge +1) in a non-equilibrium geometry from OMol25. Energies are from ωB97M-V/def2-TZVPD.

Results
DFT total energy   -6261.656 eV
Frontier orbital gap   9.8594 eV
Relative energy (zero: lowest compared OMol25 entry of this formula, charge and spin)   185.8 kJ/mol
HOMO   -13.331 eV
Net charge   +1
SMILES   C[C@@H]([NH3+])CN

CARTESIAN COORDINATES (ANGSTROEM)
N1 -0.883 -0.254 1.498
C1 -0.437 0.107 -0.067
C2 -1.326 -0.848 -0.821
C3 1.060 0.023 0.028
N2 1.666 1.085 -0.802
H1 -1.770 0.067 1.868
H2 -0.020 0.086 1.981
H3 -0.941 -1.316 1.430
H4 -0.827 1.135 -0.205
H5 -1.858 -1.694 -0.355
H6 -0.695 -1.318 -1.587
H7 -2.079 -0.261 -1.414
H8 1.505 0.112 1.077
H9 1.261 -1.074 -0.429
H10 2.261 1.779 -0.319
H11 1.907 0.976 -1.753


No. 3
Here is 2 unconnected molecules or ions with the total composition C6H14NO in a non-equilibrium geometry from OMol25. Energies are from ωB97M-V/def2-TZVPD.

Results
DFT total energy   -9977.467 eV
Frontier orbital gap   10.3964 eV
Relative energy (zero: lowest compared OMol25 entry of this formula, charge and spin)   268.1 kJ/mol
HOMO   -13.220 eV
Net charge   +1

CARTESIAN COORDINATES (ANGSTROEM)
C1 -0.003 -2.778 0.729
C2 0.286 -3.261 1.954
C3 -1.368 0.362 0.990
C4 -0.531 -0.222 -2.035
C5 1.526 0.865 -1.294
C6 -0.404 1.128 0.093
N1 0.310 0.237 -0.809
O1 -0.107 -2.313 -0.330
H1 -0.015 -4.220 2.067
H2 0.313 -2.650 2.787
H3 0.506 -0.775 -0.576
H4 -1.782 -0.430 0.486
H5 -0.895 -0.168 1.874
H6 -2.196 0.868 1.491
H7 -0.521 0.592 -2.748
H8 -0.028 -1.075 -2.469
H9 -1.579 -0.369 -1.783
H10 1.874 0.793 -2.415
H11 1.334 1.968 -1.332
H12 2.489 0.866 -0.693
H13 0.375 1.677 0.635
H14 -0.777 1.907 -0.594


No. 4
Here is a molecular structure, C40H34N2O5S4Sb2Tl in a non-equilibrium geometry from OMol25. Energies are from ωB97M-V/def2-TZVPD.

Results
DFT total energy   -116354.774 eV
Frontier orbital gap (spin up / spin down)   4.7173 / 4.1483 eV
Relative energy (zero: lowest compared OMol25 entry of this formula, charge and spin)   176.0 kJ/mol
HOMO (spin up / spin down)   -4.570 / -4.006 eV
Net charge   -1

CARTESIAN COORDINATES (ANGSTROEM)
Tl1 0.513 2.092 0.843
O1 2.180 3.240 2.267
N1 3.354 3.613 1.882
C1 3.928 4.651 2.509
C2 5.162 5.135 2.155
C3 5.861 4.513 1.125
C4 5.286 3.430 0.505
C5 4.013 2.977 0.866
S1 3.279 1.686 0.030
H1 3.328 5.082 3.297
H2 5.568 5.988 2.674
H3 6.830 4.877 0.819
H4 5.786 2.905 -0.294
S2 0.330 6.951 0.287
C6 0.237 5.271 0.154
S3 -0.748 4.714 1.436
S4 0.921 4.324 -1.048
C7 0.945 1.032 -3.052
C8 2.178 0.243 -3.462
C9 2.851 -0.515 -2.323
Sb1 1.566 -1.055 -0.628
C10 1.603 -3.131 -1.274
C11 1.260 -3.536 -2.555
C12 1.375 -4.861 -2.933
C13 1.858 -5.797 -2.034
C14 2.205 -5.404 -0.752
C15 2.067 -4.080 -0.376
C16 -1.110 -2.375 1.905
C17 -2.058 -1.366 2.026
C18 -3.401 -1.691 2.009
C19 -3.803 -3.008 1.863
C20 -2.855 -4.003 1.702
C21 -1.507 -3.692 1.718
Sb2 -0.670 -0.374 -2.692
C22 -1.574 0.178 -4.616
C23 -2.722 0.948 -4.692
C24 -3.207 1.360 -5.921
C25 -2.553 0.994 -7.084
C26 -1.416 0.209 -7.016
C27 -0.932 -0.197 -5.785
C28 -2.055 0.836 -1.593
C29 -3.133 0.207 -0.985
C30 -4.112 0.957 -0.356
C31 -4.012 2.338 -0.320
C32 -2.941 2.968 -0.935
C33 -1.968 2.219 -1.577
H5 0.646 1.714 -3.850
H6 1.147 1.622 -2.156
H7 2.908 0.934 -3.894
H8 1.895 -0.458 -4.256
H9 3.608 0.118 -1.860
H10 3.343 -1.419 -2.689
H11 0.901 -2.810 -3.277
H12 1.100 -5.166 -3.934
H13 1.972 -6.828 -2.336
H14 2.594 -6.131 -0.053
H15 2.332 -3.767 0.625
H16 -1.744 -0.335 2.134
H17 -4.135 -0.907 2.117
H18 -4.852 -3.263 1.863
H19 -3.153 -5.032 1.577
H20 -0.754 -4.455 1.605
H21 -3.239 1.241 -3.790
H22 -4.094 1.975 -5.971
H23 -2.927 1.322 -8.043
H24 -0.904 -0.082 -7.923
H25 -0.036 -0.805 -5.738
H26 -3.208 -0.876 -1.010
H27 -4.964 0.464 0.096
H28 -4.775 2.924 0.173
H29 -2.861 4.044 -0.918
H30 -1.154 2.716 -2.088
O2 0.239 -2.097 1.932
C34 0.629 -1.045 2.764
O3 1.320 -0.172 2.264
C35 0.143 -1.092 4.124
C36 -0.212 -2.305 4.744
C37 -0.778 -2.306 5.990
C38 -1.030 -1.091 6.644
C39 -0.610 0.117 6.069
C40 -0.008 0.113 4.838
N2 -1.676 -1.098 7.897
O4 -2.004 -2.186 8.374
O5 -1.887 -0.025 8.461
H31 0.001 -3.240 4.246
H32 -1.038 -3.227 6.491
H33 -0.773 1.033 6.616
H34 0.330 1.029 4.376


No. 5
Here is a single C5H8ClFO molecule in a non-equilibrium geometry from OMol25. Energies are from ωB97M-V/def2-TZVPD.

Results
DFT total energy   -22600.874 eV
Frontier orbital gap   9.3910 eV
Relative energy (zero: lowest compared OMol25 entry of this formula, charge and spin)   115.8 kJ/mol
HOMO   -8.524 eV
SMILES   CO/C=C(/C)[C@H](F)Cl

CARTESIAN COORDINATES (ANGSTROEM)
C1 2.545 -1.009 -0.404
C2 0.603 0.108 -0.177
C3 -0.696 0.347 0.159
C4 -1.288 1.666 0.064
C5 -1.645 -0.732 0.570
H1 2.955 -2.029 -0.573
H2 2.721 -0.383 -1.293
H3 3.027 -0.525 0.440
H4 1.255 0.985 -0.291
H5 -1.769 1.913 1.029
H6 -0.604 2.460 -0.208
H7 -2.101 1.622 -0.669
H8 -2.330 -0.302 1.331
O1 1.118 -1.106 -0.240
F1 -1.089 -1.828 1.069
Cl1 -2.702 -1.187 -0.807


No. 6
Here is a single C8H12N2 molecule in a non-equilibrium geometry from OMol25. Energies are from ωB97M-V/def2-TZVPD.

Results
DFT total energy   -11469.158 eV
Frontier orbital gap   9.8768 eV
Relative energy (zero: lowest compared OMol25 entry of this formula, charge and spin)   200.7 kJ/mol
HOMO   -9.279 eV
SMILES   [H]/N=C(/CCC)[C@@H]1C=CN=C1

CARTESIAN COORDINATES (ANGSTROEM)
C1 -1.722 -0.079 0.193
C2 -2.238 -1.477 0.352
C3 -3.061 0.634 0.496
C4 -3.519 -1.435 0.766
C5 -0.568 0.189 -0.922
C6 2.352 -0.355 -0.366
C7 0.412 1.263 -0.598
C8 1.533 0.734 0.313
N1 -0.448 -0.492 -1.958
N2 -4.027 -0.138 0.895
H1 -1.178 0.159 1.122
H2 -1.645 -2.362 0.200
H3 -3.160 1.707 0.488
H4 -4.170 -2.260 0.997
H5 2.861 0.045 -1.240
H6 3.097 -0.755 0.318
H7 1.710 -1.169 -0.697
H8 -0.089 2.103 -0.116
H9 0.858 1.597 -1.536
H10 1.108 0.350 1.245
H11 2.186 1.574 0.567
H12 -1.129 -1.227 -2.117